DFT (the ωB97M-V functional and the def2-TZVPD basis) results for C5H10O as an isolated structure.

Positions of all 16 atoms, in Å:
C -1.675 0.736 -0.108
C -0.651 -0.164 0.563
C -0.204 -1.518 0.022
O 1.065 -1.331 0.680
C 0.862 0.105 0.618
C 1.583 0.649 -0.603
H -1.800 1.677 0.441
H -2.658 0.253 -0.152
H -1.392 0.992 -1.137
H -0.879 -0.396 1.609
H -0.063 -1.547 -1.067
H -0.757 -2.409 0.338
H 1.204 0.632 1.518
H 2.655 0.483 -0.453
H 1.418 1.719 -0.754
H 1.292 0.119 -1.515

Summary:
Electronic energy   -7393.4705 eV
Orbital gap   10.69 eV
Energy relative to the best compared isomer or geometry (same formula, charge and spin)   29.86 kcal per mole

Electronic structure analysis, Mulliken charges in units of e: number 1, C, carries -1.35; number 2, C, carries 0.33; number 3, C, carries -0.59; number 4, O, carries -0.46; number 5, C, carries 0.25; number 6, C, carries -1.30; number 7, H, carries 0.34; number 8, H, carries 0.36; number 9, H, carries 0.30; number 10, H, carries 0.26; number 11, H, carries 0.26; number 12, H, carries 0.30; number 13, H, carries 0.37; number 14, H, carries 0.34; number 15, H, carries 0.33; number 16, H, carries 0.26

DFT (the ωB97M-V functional and the def2-TZVPD basis) results for C20H39F3N11ORuSbSi3 as an isolated structure.

Positions of all 79 atoms, in Å:
Ru -0.999 0.615 -0.178
N -4.407 0.003 -0.045
C -3.554 -1.050 -0.060
N -3.887 -2.328 -0.116
N -2.720 -2.999 -0.077
N -1.733 -2.194 -0.011
N -2.217 -0.913 -0.015
C -3.987 1.301 0.123
N -4.791 2.312 0.322
N -3.971 3.376 0.460
N -2.749 3.037 0.341
N -2.692 1.691 0.113
H -5.401 -0.178 -0.026
C -2.140 -2.990 3.069
Si -0.601 -2.028 3.443
C -0.958 -0.453 4.370
C 0.723 -3.105 4.183
Sb 0.403 -1.211 1.143
Si 2.111 0.757 2.255
C 3.237 0.932 0.791
C 2.918 -0.103 3.681
C 1.052 2.204 2.731
Si 1.626 -3.057 -0.231
C 0.617 -4.566 0.157
C 1.531 -2.504 -2.003
C 3.359 -3.124 0.447
H -2.511 -3.327 4.044
H -1.952 -3.875 2.461
H -2.936 -2.410 2.601
H -1.500 -0.697 5.288
H -1.591 0.223 3.792
H -0.054 0.082 4.662
H 0.288 -3.640 5.032
H 1.589 -2.555 4.550
H 1.066 -3.862 3.475
H 3.940 0.099 0.754
H 3.821 1.852 0.916
H 2.700 0.999 -0.152
H 3.353 -1.067 3.416
H 2.262 -0.219 4.542
H 3.746 0.550 3.986
H 0.061 2.231 2.279
H 1.571 3.123 2.444
H 0.924 2.217 3.815
H -0.401 -4.497 -0.224
H 0.580 -4.772 1.229
H 1.102 -5.424 -0.319
H 0.533 -2.144 -2.258
H 1.749 -3.353 -2.657
H 2.260 -1.720 -2.218
H 3.373 -3.445 1.491
H 3.872 -2.165 0.368
H 3.945 -3.849 -0.125
C 0.588 5.689 -0.914
N 0.954 4.268 -0.902
C 2.279 3.939 -1.417
C 0.113 3.383 -0.449
O 0.379 2.133 -0.379
H 1.273 6.244 -0.274
H -0.429 5.808 -0.551
H 0.659 6.070 -1.931
H 3.037 4.424 -0.802
H 2.367 4.314 -2.436
H 2.426 2.866 -1.402
H -0.861 3.742 -0.110
F -0.278 1.168 -7.279
C -1.195 0.369 -6.730
F -2.403 0.757 -7.144
F -0.983 -0.878 -7.163
C -1.116 0.402 -5.216
C -0.005 0.912 -4.569
C 0.020 0.890 -3.189
N -0.981 0.385 -2.453
C -2.052 -0.108 -3.093
C -2.159 -0.117 -4.468
H 0.827 1.322 -5.123
H 0.868 1.276 -2.640
H -2.844 -0.521 -2.484
H -3.045 -0.519 -4.940

Summary:
Total charge   +2
Electronic energy   -80702.4340 eV
Orbital gap (spin up / spin down)   8.41 / 5.42 eV
Energy relative to the best compared isomer or geometry (same formula, charge and spin)   0.00 kcal per mole
2S+1   5

Electronic structure analysis, Mulliken charges in units of e: number 1, Ru, carries 0.31; number 2, N, carries -0.06; number 3, C, carries 0.08; number 4, N, carries -0.73; number 5, N, carries -0.59; number 6, N, carries 0.14; number 7, N, carries 0.59; number 8, C, carries 0.06; number 9, N, carries -0.40; number 10, N, carries -0.69; number 11, N, carries -0.52; number 12, N, carries 0.56; number 13, H, carries 0.25; number 14, C, carries -1.06; number 15, Si, carries 0.30; number 16, C, carries -0.92; number 17, C, carries -0.94; number 18, Sb, carries 0.71; number 19, Si, carries 0.43; number 20, C, carries -0.68; number 21, C, carries -1.09; number 22, C, carries -0.95; number 23, Si, carries 0.42; number 24, C, carries -1.01; number 25, C, carries -0.94; number 26, C, carries -0.99; number 27, H, carries 0.45; number 28, H, carries 0.32; number 29, H, carries 0.30; number 30, H, carries 0.45; number 31, H, carries 0.25; number 32, H, carries 0.22; number 33, H, carries 0.44; number 34, H, carries 0.32; number 35, H, carries 0.26; number 36, H, carries 0.33; number 37, H, carries 0.48; number 38, H, carries -0.06; number 39, H, carries 0.31; number 40, H, carries 0.32; number 41, H, carries 0.46; number 42, H, carries 0.12; number 43, H, carries 0.44; number 44, H, carries 0.48; number 45, H, carries 0.35; number 46, H, carries 0.26; number 47, H, carries 0.48; number 48, H, carries 0.10; number 49, H, carries 0.49; number 50, H, carries 0.30; number 51, H, carries 0.29; number 52, H, carries 0.28; number 53, H, carries 0.42; number 54, C, carries -0.87; number 55, N, carries 0.32; number 56, C, carries -0.75; number 57, C, carries -0.10; number 58, O, carries -0.37; number 59, H, carries 0.33; number 60, H, carries 0.32; number 61, H, carries 0.33; number 62, H, carries 0.35; number 63, H, carries 0.34; number 64, H, carries 0.11; number 65, H, carries 0.57; number 66, F, carries -0.26; number 67, C, carries 0.78; number 68, F, carries -0.24; number 69, F, carries -0.23; number 70, C, carries 0.43; number 71, C, carries -0.95; number 72, C, carries -0.32; number 73, N, carries 0.58; number 74, C, carries -0.25; number 75, C, carries -1.25; number 76, H, carries 0.54; number 77, H, carries 0.44; number 78, H, carries 0.49; number 79, H, carries 0.51

DFT (the ωB97M-V functional and the def2-TZVPD basis) results for C3H7AlNO5P as an isolated structure in a non-equilibrium geometry.

Positions of all 18 atoms, in Å:
Al -2.103 1.756 3.591
P -5.546 -1.708 4.532
O -5.975 -2.217 5.886
O -5.720 -0.197 4.811
O -6.843 -1.803 3.689
O -4.209 -1.895 3.800
C 1.225 1.040 -1.540
O 0.459 0.440 -0.758
N 2.393 0.596 -1.962
C 3.020 -0.706 -1.710
C 3.003 1.272 -3.069
H 0.965 1.934 -2.127
H 3.090 -1.195 -2.682
H 2.546 -1.199 -0.861
H 4.038 -0.594 -1.338
H 3.872 1.884 -2.825
H 3.438 0.633 -3.837
H 2.345 1.959 -3.601

Summary:
Electronic energy   -30832.0568 eV
Orbital gap   5.48 eV
Energy relative to the best compared isomer or geometry (same formula, charge and spin)   79.29 kcal per mole

Electronic structure analysis, Mulliken charges in units of e: number 1, Al, carries 0.98; number 2, P, carries 0.94; number 3, O, carries -0.45; number 4, O, carries -0.40; number 5, O, carries -0.37; number 6, O, carries -0.70; number 7, C, carries 0.25; number 8, O, carries -0.64; number 9, N, carries 0.07; number 10, C, carries -0.88; number 11, C, carries -0.98; number 12, H, carries 0.25; number 13, H, carries 0.32; number 14, H, carries 0.32; number 15, H, carries 0.33; number 16, H, carries 0.31; number 17, H, carries 0.31; number 18, H, carries 0.34

DFT (the ωB97M-V functional and the def2-TZVPD basis) results for an isolated molecule of C20H22N6O3S in a non-equilibrium geometry.

Positions of all 52 atoms, in Å:
C -1.655 -1.987 -2.539
C -1.030 -0.623 -2.281
C -2.081 0.485 -2.311
C -1.473 1.877 -2.119
N -0.887 2.032 -0.810
C -1.520 2.292 0.354
N -0.711 2.324 1.400
C 0.507 2.047 0.893
C 0.439 1.861 -0.480
C 1.591 1.530 -1.261
O 1.653 1.387 -2.466
N 2.720 1.366 -0.451
C 2.816 1.529 0.923
O 3.854 1.338 1.520
N 1.670 1.919 1.585
C 1.694 2.146 3.014
H 0.863 1.617 3.478
H 1.596 3.212 3.223
H 2.646 1.781 3.395
C 3.934 0.973 -1.149
H 3.863 -0.072 -1.454
H 4.044 1.591 -2.039
H 4.777 1.107 -0.477
S -3.250 2.479 0.474
C -3.493 1.364 1.924
C -2.996 0.029 1.557
N -3.645 -0.937 0.990
N -2.761 -1.914 0.733
C -1.599 -1.504 1.150
C -0.323 -2.167 1.012
C -0.252 -3.429 0.425
C 0.981 -4.024 0.237
C 2.141 -3.370 0.626
C 2.072 -2.119 1.219
C 0.843 -1.519 1.418
H 0.776 -0.549 1.884
H 2.973 -1.608 1.524
H 3.101 -3.837 0.467
H 1.041 -5.000 -0.219
H -1.166 -3.915 0.123
O -1.685 -0.268 1.698
H -2.933 1.786 2.756
H -4.563 1.345 2.110
H -0.675 2.034 -2.848
H -2.243 2.644 -2.242
H -2.587 0.475 -3.277
H -2.837 0.302 -1.543
H -0.265 -0.413 -3.031
H -0.533 -0.638 -1.307
H -2.394 -2.217 -1.774
H -0.891 -2.760 -2.524
H -2.145 -2.002 -3.510

Summary:
Electronic energy   -47017.2450 eV
Structure (SMILES)   CCCCn1c(SCc2nnc(-c3ccccc3)o2)nc2c1c(=O)n(C)c(=O)n2C
Orbital gap   8.42 eV
Energy relative to the best compared isomer or geometry (same formula, charge and spin)   13.42 kcal per mole

Electronic structure analysis, Mulliken charges in units of e: number 1, C, carries -1.66; number 2, C, carries 0.48; number 3, C, carries -0.33; number 4, C, carries -1.33; number 5, N, carries 0.11; number 6, C, carries -0.06; number 7, N, carries -0.60; number 8, C, carries 1.33; number 9, C, carries -0.06; number 10, C, carries 0.16; number 11, O, carries -0.68; number 12, N, carries 0.01; number 13, C, carries 0.84; number 14, O, carries -0.68; number 15, N, carries 0.05; number 16, C, carries -1.14; number 17, H, carries 0.34; number 18, H, carries 0.34; number 19, H, carries 0.38; number 20, C, carries -1.23; number 21, H, carries 0.31; number 22, H, carries 0.36; number 23, H, carries 0.41; number 24, S, carries -0.20; number 25, C, carries -0.77; number 26, C, carries 0.66; number 27, N, carries -0.78; number 28, N, carries -0.16; number 29, C, carries 0.36; number 30, C, carries 0.03; number 31, C, carries -0.54; number 32, C, carries -0.63; number 33, C, carries -0.55; number 34, C, carries -0.55; number 35, C, carries -0.11; number 36, H, carries 0.61; number 37, H, carries 0.48; number 38, H, carries 0.42; number 39, H, carries 0.41; number 40, H, carries 0.53; number 41, O, carries -0.14; number 42, H, carries 0.30; number 43, H, carries 0.45; number 44, H, carries 0.48; number 45, H, carries 0.41; number 46, H, carries 0.48; number 47, H, carries 0.17; number 48, H, carries 0.54; number 49, H, carries -0.42; number 50, H, carries 0.28; number 51, H, carries 0.37; number 52, H, carries 0.48

DFT (the ωB97M-V functional and the def2-TZVPD basis) results for a 4-piece molecular cluster, C5H16O3 overall in a non-equilibrium geometry.

Positions of all 24 atoms, in Å:
C -0.540 0.551 3.197
C -0.896 0.130 1.771
C -1.384 1.346 0.899
C -0.792 1.202 -0.439
C -1.135 0.476 -1.499
H -0.538 -0.395 3.765
H 0.383 1.102 3.273
H -1.378 1.013 3.729
H 0.031 -0.374 1.412
H -1.644 -0.680 1.687
H -1.059 2.234 1.497
H -2.445 1.498 1.153
H 0.092 1.795 -0.658
H -1.958 -0.225 -1.593
H -0.506 0.455 -2.369
H -1.828 -3.357 0.031
H -0.483 -2.815 0.744
O -1.056 -3.568 0.559
H 1.452 -1.164 -3.660
H 2.892 -1.459 -3.152
O 2.363 -0.859 -3.692
H 3.970 0.816 -1.669
H 3.080 0.855 -2.858
O 3.377 1.423 -2.126

Summary:
Electronic energy   -11585.4368 eV
Structure (SMILES)   C=CCCC.O.O.O
Orbital gap   9.94 eV
Energy relative to the best compared isomer or geometry (same formula, charge and spin)   33.74 kcal per mole

Electronic structure analysis, Mulliken charges in units of e: number 1, C, carries -1.41; number 2, C, carries -0.18; number 3, C, carries -0.72; number 4, C, carries -0.10; number 5, C, carries -0.79; number 6, H, carries 0.38; number 7, H, carries 0.35; number 8, H, carries 0.36; number 9, H, carries 0.22; number 10, H, carries 0.36; number 11, H, carries 0.35; number 12, H, carries 0.37; number 13, H, carries 0.28; number 14, H, carries 0.27; number 15, H, carries 0.26; number 16, H, carries 0.31; number 17, H, carries 0.32; number 18, O, carries -0.64; number 19, H, carries 0.32; number 20, H, carries 0.32; number 21, O, carries -0.67; number 22, H, carries 0.28; number 23, H, carries 0.39; number 24, O, carries -0.64

DFT (the ωB97M-V functional and the def2-TZVPD basis) results for an isolated molecule of C3H7N3O.

Positions of all 14 atoms, in Å:
C 1.177 1.393 -0.343
N 1.192 -0.031 -0.098
C 0.141 -0.724 0.103
N 0.224 -2.080 0.264
C -1.333 -0.315 0.239
O -2.117 -1.102 0.752
N -1.751 0.920 -0.129
H 2.191 1.775 -0.191
H 0.510 1.959 0.323
H 0.895 1.630 -1.386
H -0.573 -2.530 0.696
H 1.154 -2.422 0.448
H -1.244 1.562 -0.707
H -2.739 1.066 0.008

Summary:
Electronic energy   -9742.5457 eV
Structure (SMILES)   C/N=C(/N)C(N)=O
Orbital gap   9.95 eV
Energy relative to the best compared isomer or geometry (same formula, charge and spin)   11.25 kcal per mole

Electronic structure analysis, Mulliken charges in units of e: number 1, C, carries -0.96; number 2, N, carries -0.59; number 3, C, carries 0.43; number 4, N, carries -0.44; number 5, C, carries 0.69; number 6, O, carries -0.65; number 7, N, carries -0.36; number 8, H, carries 0.25; number 9, H, carries 0.34; number 10, H, carries 0.31; number 11, H, carries 0.25; number 12, H, carries 0.27; number 13, H, carries 0.22; number 14, H, carries 0.23